No. 1
An isolated molecule of C5H11N3. Source: the OMol25 dataset; level of theory: wB97M-V/def2-TZVPD.

The calculation puts the LUMO energy at 0.625 eV. The value obtained for the total energy is -9828.7147 eV. Its strongest force on any atom is 4.63 eV Å⁻¹.

The geometry in ORCA input format:
```
! wB97M-V def2-TZVPD RIJCOSX def2/J DEFGRID3
* xyz 0 1
C 1.3641 -0.2765 -1.6566
C 1.7079 0.4279 -0.3420
N 0.7813 1.1663 0.6003
C -0.1873 0.5095 1.1145
C -0.6363 0.7316 2.6099
N -0.3910 -0.8958 0.7085
N -0.9242 -1.3014 -0.3582
C -1.8427 -0.5892 -1.2278
H 2.1038 -0.3018 -2.4760
H 0.7507 -1.1266 -1.5386
H 0.7044 0.3371 -2.0914
H 2.0147 -0.3493 0.2989
H 2.4952 1.2694 -0.4699
H 0.0711 0.0232 3.1074
H -1.5810 0.5234 3.0927
H -0.2701 1.7709 2.8907
H -2.5143 -1.3559 -0.8470
H -1.4319 -0.9260 -2.2358
H -2.2144 0.3632 -1.1795
*
```

The Mulliken scheme yields these atomic charges, measured in e: -1.38, -0.46, -0.51, 0.70, -1.07, -0.15, -0.32, -0.76, 0.38, 0.46, 0.43, 0.43, 0.29, 0.27, 0.36, 0.30, 0.38, 0.31, 0.36

=====

No. 2
An isolated molecule of C5H11N3. Source: the OMol25 dataset; level of theory: wB97M-V/def2-TZVPD.

The calculation puts the LUMO energy at 1.017 eV. The value obtained for the total energy is -9829.6749 eV. Its strongest force on any atom is 3.31 eV Å⁻¹.

The geometry in ORCA input format:
```
! wB97M-V def2-TZVPD RIJCOSX def2/J DEFGRID3
* xyz 0 1
C 0.7481 1.9999 -1.3703
C 0.2496 1.1271 -0.6808
C -0.1416 0.2591 0.4826
C -1.4695 0.7540 1.0924
N 0.8911 0.3096 1.5024
N -0.3328 -1.1027 -0.0771
C 0.8581 -1.9434 -0.1534
N -0.7998 -0.8180 -1.5356
H 1.2353 2.8788 -1.7386
H -1.5250 0.5318 2.1651
H -1.5889 1.8363 0.9708
H -2.3393 0.2873 0.6187
H 1.8046 0.2792 1.0621
H 0.8392 1.1909 2.0040
H 1.7055 -1.4561 -0.6475
H 0.6272 -2.8650 -0.6996
H 1.1799 -2.2356 0.8521
H -0.1716 -0.5264 -2.2863
H -1.7702 -0.5069 -1.5612
*
```

The Mulliken scheme yields these atomic charges, measured in e: -0.07, -0.91, 1.29, -1.68, -0.75, 0.00, -0.93, -0.64, 0.49, 0.42, 0.34, 0.34, 0.28, 0.29, 0.36, 0.31, 0.34, 0.29, 0.24

=====

No. 3
An isolated molecule of C5H11N3. Source: the OMol25 dataset; level of theory: wB97M-V/def2-TZVPD.

The calculation puts the LUMO energy (spin up / spin down) at -0.833 / -0.077 eV. The value obtained for the total energy is -9827.2133 eV. Its strongest force on any atom is 0.50 eV Å⁻¹.

The geometry in ORCA input format:
```
! wB97M-V def2-TZVPD RIJCOSX def2/J DEFGRID3
* xyz 0 1
C -1.6255 0.3067 0.4294
C -0.7170 1.4176 0.5944
C 1.0690 0.1615 -0.0563
C 1.6545 -0.3417 1.2472
C -0.5819 -0.5430 -0.3888
N -0.8594 -0.1482 -1.8445
N 0.0965 -0.2064 -2.6038
N -0.4585 -1.8405 -0.1483
H -0.2526 -0.0153 -3.5550
H -1.3067 -2.2166 0.2715
H -1.8791 -0.2009 1.3560
H -2.5084 0.4923 -0.1832
H -0.6378 2.1602 -0.1872
H -0.2579 1.6564 1.5426
H 1.4521 -0.4184 -0.9049
H 1.3648 1.1846 -0.2905
H 1.2888 -1.3514 1.4431
H 2.7445 -0.3895 1.1741
H 1.4146 0.2924 2.1043
*
```

The Mulliken scheme yields these atomic charges, measured in e: -0.65, -0.79, -0.75, -1.17, 1.06, -0.04, -0.61, -0.85, 0.26, 0.22, 0.32, 0.35, 0.36, 0.38, 0.49, 0.42, 0.35, 0.35, 0.29

=====

No. 4
A 2-piece molecular cluster, C5H11N3 overall. Source: the OMol25 dataset; level of theory: wB97M-V/def2-TZVPD.

The calculation puts the LUMO energy at 0.264 eV. The value obtained for the total energy is -9830.9094 eV. Its strongest force on any atom is 0.71 eV Å⁻¹.

The geometry in ORCA input format:
```
! wB97M-V def2-TZVPD RIJCOSX def2/J DEFGRID3
* xyz 0 1
N -3.2831 -0.4425 1.8815
C -2.1502 0.4043 1.6994
C -2.0665 1.1613 0.5989
N -0.8689 1.6213 0.0456
H -3.3107 -0.9289 2.7653
H -3.2864 -1.1494 1.1615
H -1.3298 0.3990 2.4123
H -2.9515 1.4816 0.0553
H -0.9717 2.0188 -0.8705
H -0.0559 1.0314 0.1363
C 3.5797 -0.4949 -1.4092
C 2.6979 -0.0243 -0.5324
N 1.3991 -0.5123 -0.2593
C 0.7558 -1.1334 -1.1531
H 3.2821 -1.1467 -2.2236
H 4.6182 -0.2095 -1.3461
H 2.9915 0.8215 0.0747
H -0.1179 -1.6978 -0.8414
H 1.0683 -1.1996 -2.1952
*
```

The Mulliken scheme yields these atomic charges, measured in e: -0.60, -0.32, -0.19, -0.53, 0.25, 0.23, 0.32, 0.35, 0.26, 0.27, -0.65, 0.04, -0.44, -0.26, 0.20, 0.24, 0.34, 0.25, 0.25

=====

No. 5
An isolated molecule of C5H11N3. Source: the OMol25 dataset; level of theory: wB97M-V/def2-TZVPD.

The calculation puts the LUMO energy at 1.050 eV. The value obtained for the total energy is -9830.7709 eV. Its strongest force on any atom is 4.74 eV Å⁻¹.

The geometry in ORCA input format:
```
! wB97M-V def2-TZVPD RIJCOSX def2/J DEFGRID3
* xyz 0 1
H -2.9023 -1.6787 0.9600
N -1.9439 -1.6255 0.7877
C -1.6711 -0.4328 0.7015
C -0.2751 0.0990 0.7445
N -0.3112 1.5445 0.7807
N 0.3522 2.0036 1.6627
H 0.2528 3.0500 1.6455
C 0.4854 -0.5268 -0.4335
C 1.9646 -0.2603 -0.2175
C -0.1636 -0.0596 -1.6791
H -2.4299 0.4516 0.6522
H 0.2036 -0.1142 1.6627
H 0.1647 -1.5635 -0.3495
H 2.1238 0.7002 -0.6097
H 2.6852 -0.9251 -0.9391
H 2.2756 -0.4959 0.7726
H 0.1631 0.8939 -2.0306
H 0.2843 -0.7974 -2.4355
H -1.2583 -0.2630 -1.6755
*
```

The Mulliken scheme yields these atomic charges, measured in e: 0.27, -0.55, -0.42, 0.25, 0.02, -0.78, 0.24, 0.24, -1.50, -1.24, 0.32, 0.68, 0.38, 0.39, 0.30, 0.40, 0.31, 0.33, 0.35

=====

No. 6
An isolated ion of composition C5H11N3 and charge +2. Source: the OMol25 dataset; level of theory: wB97M-V/def2-TZVPD.

The calculation puts the LUMO energy at -9.162 eV. The value obtained for the total energy is -9813.0280 eV. Its strongest force on any atom is 3.48 eV Å⁻¹.

The geometry in ORCA input format:
```
! wB97M-V def2-TZVPD RIJCOSX def2/J DEFGRID3
* xyz 2 1
H 0.3909 -2.9874 0.2467
N 0.5400 -1.9228 0.1954
C 1.6710 -1.4260 0.2818
N 1.5493 0.0271 0.0614
C 0.7953 1.0100 -0.1391
C -0.6193 1.3658 0.0944
C -1.6050 0.2487 0.5248
N -1.9041 -0.6033 -0.5786
C 2.2220 1.3314 -0.3866
H 2.6014 -1.9076 0.5066
H -1.0123 1.7992 -0.9360
H -0.5559 2.1702 0.8898
H -1.2083 -0.4470 1.3043
H -2.5796 0.6242 0.9707
H -2.1188 0.0639 -1.3532
H -2.7132 -1.2015 -0.2796
H -1.1150 -1.3082 -0.5906
H 2.7957 1.4386 -1.3015
H 2.8658 1.7248 0.4894
*
```

The Mulliken scheme yields these atomic charges, measured in e: 0.25, -0.47, -0.12, 0.05, 0.44, -0.48, -0.85, -0.16, -0.38, 0.43, 0.38, 0.34, 0.45, 0.42, 0.35, 0.41, 0.36, 0.30, 0.27